Record 1
C36H37BCl51NO4 | ωB97M-V/def2-TZVPD

Each line ends with the Mulliken charge.
Geometry (Å):
H  -3.8764  2.9437  11.7445  -0.166
H  -4.3781  -0.1102  1.3563  0.448
H  -2.3580  -0.2723  -6.8345  -0.485
C  3.0210  -0.9011  -1.9464  -0.995
H  -2.5810  3.0305  6.5067  0.250
H  4.2087  0.2377  1.5833  0.489
C  -3.9018  -0.1129  0.3853  -0.683
O  3.4010  2.7856  0.9868  -0.536
Cl  8.1636  -9.0421  -7.6879  -0.119
Cl  -4.3536  3.3322  -3.6489  -0.060
H  -0.8064  9.0822  11.2957  0.337
C  5.1284  5.9957  1.6361  0.415
O  4.0043  -4.2607  -0.7793  -0.457
H  -7.0744  6.6489  2.8119  0.324
O  1.9210  1.4442  -3.4447  -0.584
Cl  -3.0880  8.9014  10.8006  -0.129
C  3.1416  0.7276  -0.1948  0.825
H  10.0815  -6.2205  -0.6263  0.347
H  -6.2374  1.7291  -7.8457  0.051
Cl  5.7121  6.6905  3.1511  -0.138
C  -6.0312  6.4866  3.0489  -0.128
H  0.4584  2.8258  -5.6340  0.399
Cl  -4.5183  3.7406  9.2575  -0.108
Cl  -2.7667  3.0927  13.7989  -0.123
Cl  -1.1696  2.0215  -4.1439  0.160
C  -3.5426  2.2209  12.4759  0.538
H  1.1326  4.0680  1.2245  0.410
Cl  -4.7263  6.5886  9.7568  -0.036
Cl  3.8229  6.9784  0.9651  -0.143
C  -1.4637  -0.8516  -7.0372  0.843
H  -0.9096  0.4288  2.2451  0.447
Cl  9.8351  -7.8517  -5.6342  -0.094
C  5.3804  -10.6051  0.4590  0.009
Cl  -4.9546  1.3326  13.0521  -0.125
H  -9.0935  4.9636  -8.4869  0.302
H  -5.1826  -1.5407  -0.6865  0.685
Cl  6.7160  -10.7388  -0.6763  -0.103
Cl  2.2078  -6.6921  2.5738  -0.134
Cl  -4.7240  1.2963  -6.1016  -0.024
Cl  -8.3779  3.2192  -7.0999  -0.082
Cl  -5.4799  5.0674  2.1553  -0.048
Cl  -5.8928  6.2279  4.7907  -0.034
Cl  -0.6129  4.1032  5.8225  -0.149
C  -2.3474  3.7771  5.7580  -0.030
H  2.3496  -5.2113  0.1484  -0.204
H  4.8146  -2.0411  0.7561  0.587
Cl  0.7732  -7.9503  0.3829  -0.133
Cl  -3.0935  -4.3743  2.9380  -0.137
C  1.9011  -8.2058  1.7168  0.792
H  -0.3320  3.7654  0.3104  0.512
H  -1.7455  0.7433  -1.8530  -0.148
Cl  -1.6060  3.3993  -6.6130  -0.045
Cl  -1.3709  -1.1432  -8.7746  -0.141
C  2.6894  0.3593  -1.4666  0.733
Cl  -2.3992  1.1352  11.6834  -0.131
H  0.9815  1.9161  2.3808  0.463
C  -2.5622  0.3158  -1.2879  -0.113
C  0.0627  2.2962  1.9169  -0.288
H  -5.0441  -5.0801  1.8515  0.307
C  -4.3430  -0.8769  -0.6660  -0.785
Cl  6.4487  5.8403  0.4744  -0.135
H  4.7376  5.0066  1.8424  0.004
H  4.9931  -11.5966  0.6539  0.346
Cl  -1.5827  -2.3764  -6.1548  -0.142
C  2.7070  -4.2210  -0.1509  -0.216
Cl  -4.9647  2.6536  -0.8962  -0.052
Cl  -3.2719  5.2302  6.1129  -0.045
C  4.2415  -1.3762  0.1202  -0.825
C  6.7179  -4.0685  -5.4056  0.273
O  4.5427  -3.3795  -2.9870  -0.495
Cl  5.8264  -3.7660  -6.9016  -0.157
H  1.9479  -3.7592  -0.7886  0.250
C  0.9209  2.1440  -1.3999  0.317
C  -5.6135  5.1312  9.3207  -0.149
Cl  -4.4904  3.2235  -8.2760  -0.113
Cl  -5.1247  7.9188  2.5590  -0.131
C  1.8531  1.3342  -2.2459  -0.520
Cl  -7.0970  2.8065  -2.8633  -0.138
Cl  5.9248  -9.9132  1.9870  -0.124
H  -6.3565  4.9402  10.0842  0.391
H  8.3536  -9.6500  -5.4356  0.240
H  -0.1671  0.4797  0.6596  0.294
Cl  7.9040  -5.3539  -5.6407  -0.006
H  -5.6771  4.5179  -2.1264  0.361
Cl  -0.0680  0.0757  -6.4892  -0.089
H  2.6546  -1.2107  -2.9199  0.476
Cl  -2.8003  3.1359  4.1757  -0.099
H  2.8360  -8.5706  1.3065  -0.397
C  -2.0994  1.5596  0.8549  -0.344
C  9.0569  -9.3314  -6.1939  0.093
H  -2.7177  1.8154  1.7245  -0.187
Cl  -10.4855  3.1853  -9.0969  -0.119
C  9.6585  -6.5758  -1.5567  -0.101
C  -4.1370  -4.5861  1.5274  -0.016
Cl  -6.4441  5.3389  7.7784  -0.075
Cl  -7.7394  3.6832  -9.9020  -0.107
H  -3.5342  -0.9890  -2.7734  0.625
H  -0.4801  2.8223  2.7155  -0.056
C  -5.1595  1.6697  -7.7731  0.160
Cl  -4.6010  0.3821  -8.8443  -0.100
C  -0.4901  3.1967  -5.2659  -0.265
Cl  -0.2020  4.7356  -4.4504  -0.147
Cl  -3.3538  -5.6108  0.3229  -0.127
Cl  -0.9015  7.2551  9.8349  -0.083
N  -2.8113  0.6224  0.0145  0.692
Cl  7.5086  -2.6002  -4.8412  -0.136
C  2.7126  2.0868  0.2870  -0.294
Cl  10.9441  -7.3492  -2.4868  -0.116
H  3.8251  -3.8570  -3.4273  0.270
C  -0.7317  1.0756  1.3776  -0.331
H  -1.9688  2.4710  0.2637  0.225
C  -1.4872  8.2510  11.1679  -0.008
H  -0.0583  2.4252  -1.7667  0.601
Cl  1.2878  -9.4344  2.8253  -0.139
Cl  -1.5217  7.3264  12.6698  -0.103
C  1.3451  2.4983  -0.1874  0.370
C  -3.4683  -0.5898  -1.7738  -0.658
C  -8.9436  3.9016  -8.6299  0.018
Cl  10.2464  -10.6164  -6.4181  -0.133
B  4.1358  -3.2093  -1.6689  0.912
Cl  8.3818  -7.7354  -1.1903  -0.071
C  3.7876  -1.7493  -1.1457  0.087
C  3.9107  -0.1062  0.5982  -0.722
C  0.5106  3.2738  0.7998  -1.477
C  -5.5396  3.4690  -2.3543  -0.162
Cl  8.9903  -5.1939  -2.4248  -0.043
Cl  4.0768  -9.6275  -0.2319  -0.136
Cl  -4.5581  -3.0148  0.8193  -0.078
H  6.0118  -4.3798  -4.6472  0.035
H  2.7691  -3.6387  0.7745  0.294

Summary:
F_max: 0.0374 Eh/bohr
Kohn-Sham gap: 0.271 Eh
HOMO energy: -8.294 eV

Record 2
C36H37BCl51O3P | ωB97M-V/def2-TZVPD

Each line ends with the Mulliken charge.
Geometry (Å):
Cl  -13.3800  3.1242  -1.1788  -0.031
H  -5.2270  3.8859  4.7946  0.310
C  3.8838  0.7966  1.0786  1.062
Cl  7.0023  -2.4705  -8.0870  -0.064
Cl  -11.1461  1.1772  1.1649  -0.014
Cl  -12.5954  0.1812  3.9061  -0.117
Cl  0.0681  1.2003  -1.2115  0.082
Cl  -6.1668  2.0453  3.6903  -0.042
H  7.5250  -2.6890  3.5751  0.355
H  7.6651  -0.9801  -6.4062  0.269
C  -0.7778  2.5672  -1.9537  -0.058
C  1.7990  1.5643  2.1437  -0.667
Cl  -16.8948  -5.4033  9.9581  -0.123
P  7.8309  0.5659  2.1239  -0.191
Cl  7.5705  -3.0407  -5.2978  -0.110
Cl  3.6810  3.6775  -3.7571  -0.042
H  14.0626  3.5959  -1.3770  0.322
C  -14.2463  4.0359  0.0558  -0.096
C  2.9787  0.4044  -0.0826  -0.329
O  1.2107  2.5239  2.5942  -0.576
C  -18.3351  1.0920  7.3872  0.358
C  6.9941  -1.8295  -6.4422  -0.024
H  -1.5605  2.8958  -1.2805  0.325
Cl  2.7725  -2.2451  0.9507  0.045
Cl  -17.7768  -4.8679  7.2430  -0.122
C  -6.2209  3.6431  4.4404  -0.019
Cl  14.2455  2.2410  -3.2799  -0.059
H  6.3288  -2.7032  2.2412  0.057
C  -0.1953  -1.7735  0.1149  0.543
H  3.8640  3.4907  4.5349  0.353
H  -14.3849  1.4613  3.1073  0.014
Cl  15.0893  1.6529  -0.5648  -0.134
C  16.7404  1.2396  -6.2645  0.093
Cl  17.8761  2.5898  -6.2288  -0.116
H  6.2990  -1.4247  3.4434  0.297
C  4.1033  -3.4237  0.8641  1.121
Cl  -1.5269  2.0925  -3.4837  -0.160
H  3.7717  2.7267  -1.6195  -0.897
Cl  8.2059  -5.9290  -10.3387  -0.118
C  1.6358  -0.1770  0.3446  -0.767
Cl  -13.1076  4.9515  1.0450  -0.102
Cl  3.6658  -4.9377  1.6653  -0.157
H  8.9692  -1.6578  2.0940  0.561
H  -0.3076  -3.2712  -2.5261  0.309
Cl  -12.8235  3.0691  3.7801  -0.081
Cl  6.6679  -5.0283  -12.6303  -0.129
C  -1.1730  -4.3173  0.1806  -0.694
H  16.8860  0.6498  -5.3677  0.274
H  6.1429  1.8125  4.0318  0.334
H  9.6324  0.8859  0.5563  0.244
Cl  17.0444  0.2060  -7.6619  -0.121
Cl  -9.1524  1.7605  -3.2486  -0.128
Cl  -19.6653  -4.7055  9.4432  -0.118
Cl  -18.5703  2.0601  8.8434  -0.122
C  -5.0080  -2.5178  2.3607  -0.087
Cl  -6.7031  4.8659  3.2630  -0.121
Cl  9.9254  -2.6710  -3.1815  -0.119
Cl  -18.1265  -0.6141  7.8013  -0.077
H  -17.7501  -3.4097  9.0767  0.114
Cl  2.4739  2.5195  -6.5663  -0.127
C  5.4607  1.5334  3.2268  -0.782
Cl  -19.6897  1.2997  6.2768  -0.121
C  -0.1400  -0.0999  1.9131  -0.458
Cl  -10.2369  -0.5622  -4.6121  -0.134
H  -10.3563  -0.0265  -2.3343  -0.229
C  7.4151  -4.5498  -11.1047  0.189
O  3.2848  0.5710  -1.2434  -0.801
H  -2.2116  -4.3262  0.5389  0.063
C  3.5035  2.4474  4.5268  -1.945
Cl  12.2784  2.0918  -1.1489  -0.062
C  -17.9900  -4.4577  8.9471  0.250
H  -14.9127  4.7360  -0.4325  0.366
C  -0.7412  -1.1590  1.2578  0.296
Cl  0.3558  3.8990  -2.1913  -0.097
C  6.9714  -2.0680  2.8583  -1.009
H  -17.4338  1.4361  6.8921  -0.035
Cl  -14.6557  1.5482  5.4349  -0.132
C  3.3086  1.3936  2.2102  0.299
Cl  -3.4834  -1.6367  2.5748  -0.099
Cl  2.3512  0.2516  -8.3750  -0.134
Cl  5.8062  3.8764  -1.7860  -0.147
H  6.6347  -4.1961  -10.4421  0.169
Cl  -15.2280  2.9512  1.0508  -0.120
Cl  8.5653  -3.2338  -11.3588  -0.120
C  4.0676  3.6821  -2.0350  1.237
Cl  -7.3171  3.6437  5.8239  -0.120
H  3.9266  1.9927  5.4351  0.409
H  1.5501  -1.7042  -1.2143  0.230
Cl  -12.0213  1.3130  -3.2937  -0.127
Cl  15.0750  1.8266  -6.2738  -0.131
H  -0.4684  -4.3532  1.0292  0.281
Cl  -6.3315  -1.3887  2.0681  -0.015
C  9.6275  -1.6439  -1.7790  -0.022
C  -13.7054  1.5536  3.9443  0.287
C  8.5881  1.2315  0.5599  -0.652
B  -0.8369  -3.0009  -0.6521  0.491
Cl  4.5452  -3.7130  -0.8210  -0.139
H  -5.2168  -3.0607  3.2743  0.328
C  3.3331  1.1102  -7.1848  0.374
H  8.1213  0.8178  -0.3597  0.090
H  9.7791  -2.2374  -0.8849  0.271
C  4.0834  1.7875  3.2890  1.155
C  13.9370  2.5373  -1.5678  -0.059
H  2.4140  2.4737  4.5579  0.346
Cl  3.1696  4.9541  -1.1955  -0.139
C  -9.8260  0.0489  1.4518  0.017
Cl  -9.7021  -1.1198  0.1281  -0.141
C  7.9489  -1.2951  1.9233  0.041
H  5.6551  0.0648  0.1224  0.532
H  -1.6983  -1.5542  1.6404  -0.554
H  8.5896  2.3277  0.5601  0.354
Cl  7.9525  -1.0666  -1.7787  -0.097
C  1.0703  0.4173  1.4603  1.685
C  5.2379  0.5398  1.0103  -0.930
Cl  -8.3033  0.9157  1.6613  -0.087
H  -10.0360  -0.4955  2.3654  0.230
Cl  5.3774  -1.2761  -5.9995  -0.075
Cl  4.8848  1.5795  -7.8808  -0.120
H  -0.6262  0.3126  2.7993  0.498
H  7.6280  -1.4967  0.8896  -0.157
H  -0.9891  -5.2249  -0.4136  0.283
H  4.9605  -3.0073  1.3731  -0.817
H  3.5216  0.4426  -6.3559  -0.004
O  -1.0898  -3.0108  -2.0226  -0.553
Cl  -4.8837  -3.6808  1.0416  -0.145
C  1.0177  -1.2897  -0.3593  -0.755
Cl  10.7635  -0.2933  -1.7531  -0.066
C  6.0105  0.9114  2.1268  0.562
C  -10.4306  0.5451  -3.2512  0.617

Summary:
F_max: 0.0632 Eh/bohr
Kohn-Sham gap: 0.278 Eh
HOMO energy: -8.359 eV
ΔE to the lowest compared entry with this formula, charge and spin: 0.0 kJ/mol

- Which value of Kohn-Sham gap does entry 2 give?
  0.278 Eh

- The highest HOMO energy belongs to which entry?
  C36H37BCl51NO4

- Among the records above, which one has the highest HOMO energy?
  C36H37BCl51NO4